{"formula": "C29H52N5O2", "method": "the ωB97M-V functional and the def2-TZVPD basis", "homo_lumo_gap_ev": 6.5, "lumo_energy_ev": -4.04, "smiles": "CCCCCCCCCCCCCCN(NCC)C1=[N+](CCC(=O)Nc2ccccc2)COCN1C", "total_charge": 1, "max_force_ev_per_a": 8.59, "elements": ["C", "C", "C", "C", "C", "C", "C", "C", "C", "C", "C", "C", "C", "C", "N", "N", "C", "C", "C", "N", "C", "C", "C", "O", "N", "C", "C", "C", "C", "C", "C", "C", "O", "C", "N", "C", "H", "H", "H", "H", "H", "H", "H", "H", "H", "H", "H", "H", "H", "H", "H", "H", "H", "H", "H", "H", "H", "H", "H", "H", "H", "H", "H", "H", "H", "H", "H", "H", "H", "H", "H", "H", "H", "H", "H", "H", "H", "H", "H", "H", "H", "H", "H", "H", "H", "H", "H", "H"], "positions_angstrom": [[-3.085537, 7.150072, -3.009689], [-3.202572, 5.835857, -1.983109], [-2.335107, 6.067424, -0.611359], [-0.842031, 5.389781, -0.608762], [0.060940, 5.690166, -1.944162], [0.510329, 4.316438, -2.771869], [-0.740706, 3.314050, -3.115194], [-0.294878, 1.959278, -3.961776], [-1.581825, 1.143207, -4.592680], [-1.153167, -0.454880, -4.833286], [-1.009828, -1.131708, -3.336473], [-1.045061, -2.787216, -3.354298], [-0.620113, -3.374950, -1.858769], [-0.906427, -2.311070, -0.635734], [-0.694013, -2.925602, 0.763668], [-0.173157, -4.207843, 0.827050], [-1.189190, -5.241660, 1.256070], [-2.743738, -4.899607, 0.866718], [-1.020333, -2.154097, 1.886431], [-0.805860, -2.674730, 3.311776], [0.503807, -2.175204, 3.895014], [1.550986, -3.409648, 4.291655], [3.080957, -2.735813, 4.237035], [3.172658, -1.527530, 4.860407], [4.262298, -3.447699, 3.589405], [5.200218, -2.428834, 2.980271], [5.207340, -2.310871, 1.318268], [6.153979, -1.200072, 0.526499], [7.130914, -0.158549, 1.356280], [7.146269, -0.318315, 3.012888], [6.207418, -1.417354, 3.789258], [-1.919062, -1.971793, 4.110615], [-3.080562, -1.910496, 3.166296], [-2.917490, -0.676894, 2.328854], [-1.606979, -0.781071, 1.578903], [-0.646347, 0.339101, 1.911151], [-2.301298, 6.853106, -3.848657], [-2.551985, 7.999471, -2.373775], [-4.124812, 7.487106, -3.432192], [-3.017478, 4.815010, -2.525129], [-4.349593, 5.823465, -1.652631], [-2.946143, 5.537409, 0.265185], [-2.334705, 7.209921, -0.353040], [-0.829959, 4.225907, -0.421588], [-0.261110, 5.872593, 0.315016], [-0.396060, 6.474275, -2.686249], [1.090164, 6.162985, -1.567154], [1.261108, 3.693172, -2.088998], [1.026046, 4.602164, -3.804843], [-1.359682, 2.998379, -2.145000], [-1.478776, 3.914037, -3.833490], [0.351423, 1.315753, -3.219974], [0.393298, 2.314967, -4.844248], [-2.538205, 1.146641, -3.911946], [-1.804704, 1.599706, -5.658669], [-1.928188, -0.994201, -5.533307], [-0.115226, -0.411369, -5.397059], [0.041666, -0.829824, -2.874908], [-1.904271, -0.698745, -2.687890], [-2.109909, -3.191427, -3.647364], [-0.287764, -3.155543, -4.168582], [-1.268592, -4.331384, -1.647990], [0.508912, -3.709151, -1.914811], [-0.188651, -1.377316, -0.680791], [-2.018562, -1.946002, -0.754160], [0.535573, -4.181432, 1.609534], [-0.913795, -6.309725, 0.805558], [-1.116600, -5.338265, 2.429141], [-3.204124, -4.328756, 1.807517], [-2.885420, -4.192026, -0.054383], [-3.389586, -5.894267, 0.753700], [0.314602, -1.595367, 4.917238], [1.089045, -1.425565, 3.203809], [1.484269, -4.326228, 3.566425], [1.416366, -3.736874, 5.429183], [4.739433, -4.102812, 4.246808], [4.527470, -3.013919, 0.637406], [6.169681, -1.111099, -0.649708], [7.785873, 0.654814, 0.795991], [7.858925, 0.448416, 3.579130], [6.224356, -1.507347, 4.976010], [-2.262089, -2.592254, 5.041679], [-1.661163, -0.851885, 4.359567], [-3.063815, 0.310191, 2.940671], [-3.807576, -0.727511, 1.542648], [0.422817, -0.009981, 1.512046], [-0.521242, 0.510155, 3.067115], [-0.874077, 1.348761, 1.329808]], "forces_ev_per_a": [[1.4, -0.8, 0.6], [-1.5, 1.0, 0.2], [-0.7, -1.4, 0.3], [0.7, 0.9, 0.4], [1.4, -0.2, -0.1], [-0.4, -0.5, 0.3], [-0.6, 0.2, -1.0], [-0.2, 0.9, 0.6], [0.8, -0.8, -0.6], [0.3, 1.2, 0.4], [0.1, -0.5, -0.8], [-0.1, 0.8, 0.4], [0.1, -0.6, -0.2], [0.0, 0.5, -1.6], [-1.9, 3.8, 2.9], [0.9, -0.8, 1.8], [-1.4, -1.8, 0.7], [-0.6, 0.3, 1.3], [0.5, -0.8, -1.8], [-0.7, 2.7, -1.5], [2.3, 0.1, 1.2], [1.3, 0.5, 0.0], [0.1, 4.8, 3.6], [-0.4, -7.4, -4.3], [-0.6, 3.0, 0.5], [3.0, 3.1, -3.0], [2.1, 2.3, 1.6], [0.4, 0.3, 4.0], [-2.9, -3.6, 2.3], [-2.0, -1.7, -2.5], [-0.3, 0.1, -3.1], [-1.7, 0.4, -0.9], [1.9, 2.0, 0.4], [-1.9, -0.9, -0.6], [0.6, -1.3, 1.9], [2.2, 0.3, -0.3], [-1.9, 0.8, 1.4], [-1.4, -1.5, -1.5], [2.2, -0.7, 0.8], [-0.1, 2.1, 1.1], [2.5, -0.1, -0.6], [1.3, 1.2, -1.7], [0.3, -2.2, -0.6], [-0.4, 2.3, -0.4], [-1.3, -1.1, -1.9], [0.6, -1.6, 1.5], [-2.2, -0.9, -0.9], [-1.4, 1.4, -1.5], [-1.0, -0.6, 2.3], [1.4, 0.7, -2.1], [1.4, -1.2, 1.6], [-1.3, 1.0, -1.6], [-1.3, -0.8, 1.7], [1.9, 0.3, -1.3], [0.2, -0.8, 2.3], [1.4, 1.0, 1.6], [-2.1, -0.4, 1.2], [-2.3, -0.4, -0.9], [2.0, -0.9, -1.2], [2.1, 0.9, 0.6], [-1.4, 0.6, 1.7], [1.4, 1.8, -0.4], [-2.3, 0.8, 0.4], [-1.6, -1.9, 0.0], [2.3, -0.7, 0.6], [-0.8, -0.1, -1.3], [-0.3, 2.6, 0.8], [-0.3, 0.1, -2.3], [0.9, -1.1, -2.2], [0.4, -1.6, 1.6], [1.7, 2.2, 0.1], [0.3, -1.2, -2.4], [-1.3, -1.5, 1.3], [0.1, 1.7, 1.5], [0.1, 0.6, -2.6], [-0.6, 0.7, -0.6], [1.6, 1.6, 1.8], [-0.2, -0.4, 2.7], [-1.6, -2.0, 1.4], [-1.9, -2.1, -1.1], [0.0, 0.4, -2.9], [1.0, 1.2, -1.9], [-0.2, -2.3, -0.1], [0.8, -1.8, -1.0], [1.9, 0.0, 1.8], [-2.2, 0.9, 0.8], [-0.4, -0.1, -2.2], [0.1, -2.3, 1.4]]}

{"formula": "C2H4Br2N2O3S", "method": "the ωB97M-V functional and the def2-TZVPD basis", "homo_lumo_gap_ev": [7.0, 7.3], "lumo_energy_ev": [-2.18, -2.10], "total_charge": 0, "max_force_ev_per_a": 5.49, "elements": ["C", "C", "N", "N", "O", "O", "O", "S", "Br", "Br", "H", "H", "H", "H"], "positions_angstrom": [[-0.768602, -0.309592, -0.769742], [-1.761886, 0.149173, 0.175321], [-0.249686, 0.564946, -1.783278], [1.864067, -0.793999, 0.541560], [-0.468312, -1.505741, -0.756430], [0.400291, -0.340478, 2.579640], [1.166992, 1.449135, 1.163104], [0.653700, 0.109625, 1.227162], [-2.217989, -1.243754, 1.340898], [-2.114301, 1.899026, 0.512388], [-0.305680, 1.523936, -1.559160], [0.210640, 0.066571, -2.463495], [2.094473, -0.012442, -0.135192], [1.496296, -1.556402, -0.072779]], "forces_ev_per_a": [[0.9, -0.4, -3.1], [1.4, -0.9, 1.7], [-2.8, -1.6, 4.4], [-0.2, 0.8, -2.4], [0.0, 0.3, -1.1], [-0.6, -0.7, -0.7], [-0.1, 1.3, -0.9], [0.5, 0.4, 3.2], [-1.2, 0.6, 0.0], [-0.5, 0.5, 0.0], [0.4, 1.0, -0.7], [1.5, -0.5, -1.9], [0.7, -1.4, 0.5], [0.0, 0.5, 0.9]]}

{"formula": "CH2N2O3", "method": "the ωB97M-V functional and the def2-TZVPD basis", "homo_lumo_gap_ev": 9.9, "lumo_energy_ev": -0.98, "total_charge": 0, "max_force_ev_per_a": 5.72, "elements": ["C", "N", "N", "O", "O", "O", "H", "H"], "positions_angstrom": [[0.564282, -0.372286, -0.412170], [0.335924, -1.492959, -0.078244], [0.903342, 1.017734, -0.213671], [0.100372, -2.622033, -0.069425], [0.850973, 1.775277, -1.114216], [1.232358, 1.250541, 0.896478], [-1.928709, 0.111387, 0.915741], [-2.058542, 0.332342, 0.075508]], "forces_ev_per_a": [[-0.5, -2.1, 0.2], [1.2, 5.3, -1.8], [-0.4, -2.2, 0.3], [-0.6, -2.7, 0.7], [-0.3, 0.9, -2.0], [0.8, 0.7, 2.6], [-0.5, 0.9, -3.1], [0.4, -0.8, 3.2]]}